Here is the molecule C4H8N2O from OMol25. Energies are from wB97M-V/def2-TZVPD.

Results
Kohn-Sham gap, eV: 9.360
HOMO, eV: -8.7
Molecular weight, g mol⁻¹: 100.12
SMILES: [NH3+][C@@]1([O-])CN2C[C@@H]21
LUMO level, Eh: 0.0249
E_tot, hartree: -341.83813
Energy relative to the best compared isomer or geometry (same formula, charge and spin), kcal per mole: 103.9
Net charge: 0

Last column: Mulliken charge in e.
Positions of all 15 atoms, in Å:
H: -1.45424 0.78731 -1.22493  0.23
H: 0.56462 0.27902 -1.87260  0.31
O: 0.53266 -1.91365 0.11471  -0.70
C: -0.98571 0.24116 -0.38301  -0.35
H: -1.61949 -0.87705 1.34146  0.19
H: 1.58675 -1.04887 -1.92478  0.28
N: -0.67852 1.06245 0.81048  -0.48
N: 1.36291 -0.17744 -1.45165  -0.58
H: -2.75180 0.52283 0.95201  0.25
C: 0.58520 0.36200 1.09841  -0.50
C: 0.38083 -0.70787 0.00730  0.71
H: 2.16882 0.42752 -1.34927  0.28
H: 0.64077 -0.07020 2.10012  0.29
C: -1.76856 0.07838 0.84275  -0.23
H: 1.43574 1.03442 0.93902  0.28


Here is a structure of composition C4H8N2O at a distorted geometry from OMol25. Energies are from wB97M-V/def2-TZVPD.

Results
Kohn-Sham gap, eV: 8.831
HOMO, eV: -8.2
Molecular weight, g mol⁻¹: 100.12
LUMO level, Eh: 0.0234
E_tot, hartree: -341.83184
Energy relative to the best compared isomer or geometry (same formula, charge and spin), kcal per mole: 107.8
Net charge: 0

Last column: Mulliken charge in e.
Positions of all 15 atoms, in Å:
H: 0.10408 0.90305 1.30368  0.33
N: -0.51164 0.71408 0.51436  -0.08
H: 1.35770 -1.36182 0.67724  0.25
H: 2.29154 -0.88999 -0.75875  0.35
H: -0.13756 1.36017 -0.38877  0.52
H: -2.39127 0.01162 -0.06777  0.33
N: -0.90364 -1.11236 -2.42698  -0.49
C: -1.77441 0.04962 0.83184  -0.83
H: -2.29876 0.61501 1.60560  0.31
C: 0.41938 0.13353 -0.59109  -0.24
H: 2.59031 1.13144 0.34000  0.33
O: 2.28426 0.40107 0.89664  -0.55
C: -0.30850 -0.56906 -1.58592  -0.04
H: -1.59030 -0.97560 1.17314  0.31
C: 1.62508 -0.51452 0.02900  -0.52


Here is a structure of composition C4H8N2O at a distorted geometry from OMol25. Energies are from wB97M-V/def2-TZVPD.

Results
Kohn-Sham gap, eV: 9.973
HOMO, eV: -9.0
Molecular weight, g mol⁻¹: 100.12
LUMO level, Eh: 0.0355
E_tot, hartree: -341.84114
Energy relative to the best compared isomer or geometry (same formula, charge and spin), kcal per mole: 102.0
Net charge: 0

Last column: Mulliken charge in e.
Positions of all 15 atoms, in Å:
N: -2.13782 -1.56198 -0.46606  -0.53
H: 0.56769 0.39519 -1.46504  0.23
H: 1.29393 -1.20559 1.08919  0.39
H: -2.99630 1.26778 -0.30132  0.22
H: -1.00221 0.96577 0.57546  0.44
H: -1.83337 -2.36088 0.06655  0.28
C: 0.90854 -0.31350 0.60458  0.10
N: -2.08846 0.85600 -0.13744  -0.49
H: 2.92877 0.64006 0.56100  0.25
O: -0.36578 0.02081 1.04912  -0.68
C: 1.30865 -0.06730 -0.82550  -0.61
C: 1.89105 0.77774 0.28637  -0.60
H: 1.94508 -0.79046 -1.31870  0.26
H: 1.53013 1.79411 0.38006  0.23
C: -1.94989 -0.41776 -0.09828  0.52


Here is the molecule C4H8N2O from OMol25. Energies are from wB97M-V/def2-TZVPD.

Results
Kohn-Sham gap, eV: 10.729
HOMO, eV: -9.8
Molecular weight, g mol⁻¹: 100.12
LUMO level, Eh: 0.0357
E_tot, hartree: -341.81833
Energy relative to the best compared isomer or geometry (same formula, charge and spin), kcal per mole: 116.3
Net charge: 0

Last column: Mulliken charge in e.
Positions of all 15 atoms, in Å:
O: 1.46929 -1.35328 -1.26416  -0.50
C: -1.04685 -0.97574 0.55711  -1.30
H: 0.91187 0.49469 0.64729  0.43
N: 2.23756 0.29364 0.28764  -0.53
C: 1.49910 -0.46436 -0.47267  0.23
C: -0.70169 0.98498 -1.09166  -0.49
C: -0.18572 0.14347 0.02369  0.75
N: -0.64145 1.58018 0.21592  -0.66
H: -2.11455 -0.75786 0.42016  0.35
H: -0.00380 1.39748 -1.81665  0.28
H: -0.86912 -1.14600 1.62498  0.29
H: -1.55498 1.55175 0.67023  0.30
H: -0.82030 -1.90113 0.01788  0.35
H: 3.24752 0.15584 0.24296  0.22
H: -1.66954 0.68763 -1.49473  0.28


Here is a structure of composition C4H8N2O at a distorted geometry from OMol25. Energies are from wB97M-V/def2-TZVPD.

Results
Kohn-Sham gap, eV: 8.821
HOMO, eV: -8.2
Molecular weight, g mol⁻¹: 100.12
LUMO level, Eh: 0.0235
E_tot, hartree: -341.83187
Energy relative to the best compared isomer or geometry (same formula, charge and spin), kcal per mole: 107.8
Net charge: 0

Last column: Mulliken charge in e.
Positions of all 15 atoms, in Å:
H: 0.16819 -0.65165 1.43483  0.33
C: -0.23981 1.57983 0.52917  -0.52
C: 1.15378 -1.60596 -0.17902  -0.83
H: -0.72056 2.44632 0.05602  0.36
H: 1.43405 -2.47908 0.41465  0.31
H: 0.84666 -1.93110 -1.17488  0.33
C: -0.60475 0.32922 -0.21921  -0.23
C: -0.46338 0.29908 -1.63052  -0.04
H: -1.55674 1.37260 1.92909  0.33
H: 0.84502 1.76057 0.54149  0.25
N: -0.38886 0.25890 -2.79225  -0.49
O: -0.59288 1.45529 1.90196  -0.54
H: -1.11244 -0.85350 0.22615  0.53
N: 0.03355 -0.91909 0.46112  -0.08
H: 2.00962 -0.92849 -0.28083  0.31


Here is a structure of composition C4H8N2O at a distorted geometry from OMol25. Energies are from wB97M-V/def2-TZVPD.

Results
Kohn-Sham gap, eV: 8.062
HOMO, eV: -7.6
Molecular weight, g mol⁻¹: 100.12
LUMO level, Eh: 0.0152
E_tot, hartree: -341.84110
Energy relative to the best compared isomer or geometry (same formula, charge and spin), kcal per mole: 102.0
Net charge: 0

Last column: Mulliken charge in e.
Positions of all 15 atoms, in Å:
C: -0.35807 1.31167 0.04217  -1.05
H: 0.53436 -0.32711 -2.36457  0.22
C: 0.81578 -0.25261 -0.44614  0.84
H: -1.22566 -1.73572 0.42161  0.19
H: 1.18763 -0.36814 1.67852  0.34
N: -0.88587 -0.89189 -0.03359  -0.46
H: -3.18410 -0.19385 -0.25953  0.34
O: -2.67788 0.60264 -0.04147  -0.44
H: 2.13699 -1.48499 0.67128  0.32
H: 0.12807 1.51888 0.98781  0.27
H: 2.53539 0.24015 0.70095  0.30
H: -0.56898 2.18466 -0.56842  0.32
C: 1.71708 -0.47948 0.73423  -1.18
C: -1.37315 0.30677 0.10125  0.71
N: 1.21841 -0.43097 -1.62411  -0.74


Here is the molecule C4H8N2O at a distorted geometry from OMol25. Energies are from wB97M-V/def2-TZVPD.

Results
Kohn-Sham gap, eV: 9.744
HOMO, eV: -8.9
Molecular weight, g mol⁻¹: 100.12
SMILES: O[C@@H]1CN=CNC1
LUMO level, Eh: 0.0297
E_tot, hartree: -341.94438
Energy relative to the best compared isomer or geometry (same formula, charge and spin), kcal per mole: 37.2
Net charge: 0

Last column: Mulliken charge in e.
Positions of all 15 atoms, in Å:
C: -1.35302 -0.60591 -0.32632  -0.13
H: 1.38865 -1.70418 0.92776  0.28
N: -0.43437 -1.46696 -0.02828  -0.65
O: 1.43588 0.14888 -1.08058  -0.57
N: -1.34396 0.74341 -0.06611  -0.19
C: 1.03964 0.40654 0.28969  -0.18
H: 0.20287 -0.87489 1.89610  0.29
H: 1.94029 0.81110 0.72691  0.40
H: -2.16156 -0.94064 -0.92230  0.42
C: 0.58382 -0.93494 0.83536  -0.37
H: 0.00357 2.31934 -0.17198  0.36
H: -0.19740 1.72908 1.48447  0.27
H: 0.89918 -0.55195 -1.42871  0.40
H: -2.08686 1.27297 -0.52582  0.25
C: -0.10834 1.43648 0.42110  -0.59


Here is the molecule C4H8N2O from OMol25. Energies are from wB97M-V/def2-TZVPD.

Results
Kohn-Sham gap, eV: 10.034
HOMO, eV: -8.8
Molecular weight, g mol⁻¹: 100.12
LUMO level, Eh: 0.0457
E_tot, hartree: -341.86643
Energy relative to the best compared isomer or geometry (same formula, charge and spin), kcal per mole: 86.1
Net charge: 0

Last column: Mulliken charge in e.
Positions of all 15 atoms, in Å:
H: 0.78950 0.21777 -2.22981  0.24
C: 0.07713 -1.75775 -1.44519  -0.34
C: -0.52977 -0.70912 0.68608  -0.32
H: -1.16014 2.82248 1.50127  0.21
H: 0.42772 -1.07014 1.09740  0.43
C: 0.29031 1.37975 1.23935  -0.38
N: -0.16603 2.61183 1.45694  -0.15
H: 0.48905 -2.57357 -0.84976  0.23
O: -0.79513 0.58006 1.20251  -0.24
H: -1.34805 -1.35715 1.01533  0.29
H: -0.42608 -2.06803 -2.35799  0.24
H: 0.48516 3.37732 1.51614  0.25
H: 1.63022 -0.36747 -0.70706  0.25
N: -0.53347 -0.63831 -0.75476  -0.32
C: 0.76958 -0.44765 -1.37046  -0.40


- Which of these has the lowest HOMO?
  number 4


- Which of these has the lowest HOMO?
  number 4


- What is the formula in the eighth record?
  C4H8N2O


- Which of these has the lowest HOMO?
  number 4